1.
{"formula": "C2H5N3", "method": "the ωB97M-V functional and the def2-TZVPD basis", "total_energy_ha": -243.4457, "homo_ev": -9.834, "multiplicity": 1, "lumo_ha": 0.036, "de_lowest_kj_mol": 42.62, "species": ["H", "N", "C", "N", "C", "N", "H", "H", "H", "H"], "coordinates": [[0.27284, 1.87141, 1.76018], [-0.71492, 1.58930, 1.67150], [-0.77325, 0.63775, 0.87077], [0.22523, -0.11709, 0.23064], [0.00672, -0.95319, -0.89037], [0.84783, -1.33427, -1.80657], [1.80056, -0.90588, -1.75595], [-1.76854, 0.13376, 0.70217], [1.12362, 0.41924, 0.12468], [-1.02009, -1.34103, -0.90703]], "atomic_forces_ev_per_a": [[-0.3, 0.2, 0.2], [1.2, 0.9, 0.2], [-2.1, -3.0, -0.9], [2.1, 1.6, -1.1], [1.0, -0.4, -0.8], [-1.0, 1.1, 1.6], [-1.0, -0.3, 0.3], [0.8, 0.7, 0.1], [-1.0, -0.9, 0.4], [0.4, 0.0, -0.1]], "mulliken_charge": [0.2112, -0.5447, 0.1200, -0.2986, 0.1509, -0.5904, 0.2048, 0.2213, 0.2477, 0.2778]}

***

2.
{"formula": "C5H10O2", "method": "the ωB97M-V functional and the def2-TZVPD basis", "total_energy_ha": -346.9395, "homo_ev": -9.980, "multiplicity": 1, "lumo_ha": 0.038, "de_lowest_kj_mol": 225.54, "species": ["C", "C", "O", "C", "C", "C", "O", "H", "H", "H", "H", "H", "H", "H", "H", "H", "H"], "coordinates": [[0.87198, 1.08005, -1.95816], [-0.04119, 0.25785, -1.06272], [-0.25032, -1.05493, -1.53024], [0.24070, 0.20563, 0.43957], [-1.04997, 0.00226, 1.21100], [-0.21236, -0.95346, 2.05727], [0.76133, -1.03835, 0.98252], [0.36076, 1.21287, -2.91770], [1.00597, 2.07573, -1.51501], [1.84991, 0.62874, -2.14319], [-1.00439, 0.79904, -1.08695], [0.10724, -1.63815, -0.84058], [0.86097, 1.03942, 0.79767], [-1.54448, 0.90216, 1.57269], [-1.73600, -0.56848, 0.57672], [-0.63446, -1.92907, 2.31909], [0.23495, -0.48684, 2.94504]], "atomic_forces_ev_per_a": [[0.1, 0.0, 0.0], [-0.1, 0.3, 0.0], [0.1, -0.1, 0.0], [-0.1, 0.3, -0.2], [-0.2, 0.1, 0.0], [-0.1, -0.1, 0.2], [0.1, 0.0, -0.1], [0.2, 0.0, 0.1], [0.0, -0.2, -0.1], [-0.1, 0.0, 0.1], [0.0, -0.2, -0.1], [0.0, 0.0, -0.2], [-0.2, 0.0, -0.1], [0.0, -0.2, 0.4], [0.0, 0.1, 0.1], [0.1, 0.2, -0.1], [0.0, -0.1, -0.1]], "mulliken_charge": [-1.4713, 0.2445, -0.5822, 0.1137, -0.6241, -0.3352, -0.5090, 0.3559, 0.3553, 0.3255, 0.2266, 0.3798, 0.3764, 0.3394, 0.2764, 0.2892, 0.2389]}